Record 1
Below is 12 unconnected molecules or ions with the total composition C14H52O19 at a distorted geometry, with properties calculated with wB97M-V/def2-TZVPD.

Summary:
* SMILES: OCCO.OCCO.OCCO.OCCO.OCCO.OCCO.OCCO.O.O.O.O.O
* charge: 0

Atoms and positions in Å:
O1 -4.31913 0.17319 -0.68855
C1 -4.39113 -1.20781 -0.30855
C2 -5.63313 -1.79781 -0.81355
O2 -6.33413 -2.56581 0.12445
H1 -3.55713 0.40919 -0.27055
H2 -3.46713 -1.78481 -0.66855
H3 -4.13013 -1.12281 0.75145
H4 -5.34713 -2.45181 -1.65755
H5 -6.37913 -1.00681 -0.97355
H6 -6.10813 -2.19081 0.95245
O3 -2.48713 0.53419 -2.90555
C3 -2.41013 -0.77081 -3.33855
C4 -1.97513 -0.74581 -4.75155
O4 -1.77713 -2.10581 -5.17255
H7 -2.47813 0.45719 -1.93855
H8 -1.51213 -1.16981 -2.91255
H9 -3.30513 -1.30681 -2.93955
H10 -1.13813 -0.12781 -4.94155
H11 -2.60713 -0.07281 -5.25455
H12 -2.59013 -2.62681 -4.89055
O5 -1.18213 2.54619 2.81445
C5 -1.25913 3.14119 4.07945
C6 -2.61413 3.62919 4.37945
O6 -2.91813 4.50819 3.29445
H13 -1.31113 3.25019 2.13645
H14 -0.79913 2.43819 4.77945
H15 -0.63413 4.02719 4.04245
H16 -2.75213 4.00519 5.34745
H17 -3.35813 2.88219 4.19145
H18 -2.88413 3.95819 2.53945
O7 1.43287 0.17419 -3.61755
C7 2.73187 0.14219 -3.01655
C8 3.07687 1.40019 -2.16955
O8 4.38987 1.23919 -1.82755
H19 1.18687 -0.72581 -3.78955
H20 3.00587 -0.83781 -2.52855
H21 3.50987 0.14319 -3.80555
H22 2.38787 1.57119 -1.33855
H23 2.96987 2.23219 -2.87755
H24 4.54787 1.75819 -1.11755
O9 -1.75313 0.76719 -0.14555
C9 -0.98313 -0.23681 0.48445
C10 0.08787 -0.86281 -0.39955
O10 1.16987 -1.08281 0.43245
H25 -1.62413 1.65319 0.14945
H26 -0.53013 0.29619 1.36945
H27 -1.62213 -1.05981 0.88645
H28 0.47187 -0.22481 -1.26855
H29 -0.38613 -1.77881 -0.75655
H30 1.68487 -1.81381 0.13945
O11 5.67787 -1.95581 -2.09655
C11 5.94487 -2.52681 -0.87855
C12 5.10887 -1.78881 0.13645
O12 5.07987 -2.29281 1.44445
H31 5.09987 -1.20181 -1.97655
H32 5.83587 -3.57881 -0.94955
H33 6.95287 -2.30681 -0.64055
H34 3.98787 -1.73281 -0.09155
H35 5.44187 -0.72981 0.10845
H36 4.71787 -1.67581 2.07745
O13 3.05187 1.30119 3.42845
C13 2.10287 2.05819 2.78745
C14 2.50487 2.12719 1.28245
O14 1.41587 2.73319 0.59745
H37 2.72087 1.21519 4.34245
H38 1.17187 1.53619 2.83145
H39 2.12787 3.13819 3.13145
H40 2.62787 1.02719 0.98745
H41 3.41687 2.67619 0.98945
H42 0.75187 3.07019 1.19245
O15 0.21487 -1.10681 3.26545
H43 -0.20713 -1.93981 3.05945
H44 0.69087 -0.99081 2.49145
O16 -0.56213 -4.60481 -1.28655
H45 -1.35513 -4.58581 -0.81555
H46 -0.82313 -5.19281 -2.00355
O17 1.78187 -3.61181 -0.62855
H47 2.23487 -3.40181 -1.46355
H48 0.93387 -3.90981 -0.86155
O18 -1.81513 3.66719 0.55645
H49 -2.66713 3.65719 0.19445
H50 -1.20613 3.87019 -0.17455
O19 -2.66213 0.33319 3.27045
H51 -2.20913 -0.06181 2.56545
H52 -2.18613 1.12719 3.31745

Record 2
Below is 13 unconnected molecules or ions with the total composition C14H54N14O13 at a distorted geometry, with properties calculated with wB97M-V/def2-TZVPD.

Summary:
* charge: 0

Atoms and positions in Å:
C1 -3.29841 -1.18746 0.92487
C2 -4.16183 -2.12059 1.82022
O1 -5.47922 -2.39835 1.24598
H1 -3.79900 -0.31843 0.76822
H2 -3.37502 -1.67078 -0.04061
H3 -2.22926 -1.06335 1.16757
H4 -4.38113 -1.66149 2.75083
H5 -3.58039 -3.00055 2.14635
H6 -6.19435 -2.40626 1.91207
C3 -2.29431 3.61592 1.84080
O2 -3.37806 4.38579 2.27622
N1 -2.43629 2.35152 1.57046
N2 -1.09046 4.06429 1.43948
H7 -3.29677 1.93018 1.89735
H8 -1.75221 1.65035 1.44760
H9 -0.94452 5.13019 1.30244
H10 -0.14295 3.60762 1.39429
C4 2.90136 -4.35916 -0.38564
O3 2.03108 -5.42583 -0.31553
N3 2.51112 -3.14325 -0.36904
N4 4.10779 -4.57346 -0.63867
H11 1.58261 -2.77616 -0.50318
H12 3.14200 -2.42923 -0.27303
H13 4.28524 -5.53057 -0.81923
H14 4.86220 -3.89505 -0.78137
C5 -2.41166 -0.83453 -3.20626
O4 -2.00990 -1.96807 -2.51604
N5 -1.64197 0.17123 -3.29675
N6 -3.59649 -0.62366 -3.89081
H15 -0.64459 0.05356 -2.98757
H16 -1.95710 1.02881 -3.86432
H17 -4.21735 -1.50156 -4.03430
H18 -4.01649 0.22668 -4.22610
C6 4.49233 -0.75522 -0.04780
O5 5.30378 -0.44052 -1.17795
N7 3.49326 -0.08850 0.31071
N8 4.77732 -1.74889 0.69262
H19 2.93129 -0.37611 1.15390
H20 3.13917 0.67769 -0.40329
H21 5.65481 -2.28093 0.32112
H22 4.23164 -2.08673 1.45069
C7 -4.00494 2.66497 -1.30339
O6 -4.55229 2.45326 -2.53718
N9 -4.47724 3.57480 -0.49062
N10 -3.00357 1.97192 -0.96545
H23 -5.36211 3.99723 -0.68395
H24 -4.10877 3.69891 0.46270
H25 -2.76009 1.24621 -1.55181
H26 -2.68089 2.02425 -0.00065
C8 2.57008 -1.68845 2.93544
O7 1.61447 -1.12555 2.04803
N11 3.05875 -2.83924 2.56085
N12 3.07906 -1.07165 3.92888
H27 3.76159 -3.42907 3.13786
H28 2.60763 -3.15176 1.71567
H29 2.62894 -0.18680 4.16406
H30 3.66297 -1.65801 4.54488
C9 3.65548 2.35398 -1.36198
O8 4.28429 2.12415 -2.58902
N13 4.00000 3.14667 -0.47742
N14 2.53885 1.83264 -1.04640
H31 4.76191 3.87339 -0.80060
H32 3.84994 2.91861 0.49275
H33 1.99252 1.42052 -1.86766
H34 2.00755 2.04144 -0.21264
C10 2.09647 -0.37061 -3.31255
O9 1.21323 0.75503 -3.18952
H35 2.28226 -0.77750 -2.37494
H36 3.03357 -0.12999 -3.79378
H37 1.65467 -0.96749 -4.01979
H38 0.89398 0.87100 -4.09397
C11 -0.27594 0.40468 -0.47940
O10 -0.24490 0.49087 0.90232
H39 0.55792 -0.11389 -0.90576
H40 -0.34544 1.39627 -0.95142
H41 -1.17235 -0.24106 -0.68228
H42 0.16917 -0.30942 1.33878
C12 -0.57911 -3.11728 0.69551
O11 -0.11419 -2.65089 -0.58595
H43 0.04323 -3.86277 1.07422
H44 -1.53612 -3.46783 0.41732
H45 -0.56177 -2.35830 1.48522
H46 -0.78875 -2.73943 -1.23473
C13 -0.71658 4.10084 -2.19338
O12 -0.88706 4.81924 -1.13990
H47 -1.69862 3.93453 -2.64980
H48 -0.21277 3.17290 -1.85738
H49 -0.08527 4.57313 -3.00581
H50 -1.32049 4.24980 -0.52361
C14 -1.13547 -0.70767 4.19707
O13 -2.12910 0.32165 3.89121
H51 -0.18153 -0.27906 4.03367
H52 -1.33839 -1.55859 3.55600
H53 -1.15950 -1.02079 5.22541
H54 -1.70259 1.16106 4.01860

Record 3
Below is 13 unconnected molecules or ions with the total composition C14H54N4O19 at a distorted geometry, with properties calculated with wB97M-V/def2-TZVPD.

Summary:
* charge: 0

Atoms and positions in Å:
C1 3.81052 -3.15037 4.72738
C2 2.28326 -3.02916 4.60399
O1 1.84136 -2.19332 3.54558
O2 4.43794 -3.83825 3.67090
H1 4.05322 -3.55264 5.70973
H2 4.16331 -2.10487 4.69030
H3 1.92490 -2.68840 5.58190
H4 1.87670 -4.03408 4.45541
H5 2.25301 -1.31946 3.70521
H6 3.81730 -3.90622 2.93254
C3 -3.49405 -0.37163 3.12588
C4 -3.05912 -1.73777 2.64881
O3 -1.66671 -1.86590 2.89529
O4 -2.83942 0.65792 2.42065
H7 -3.28055 -0.30191 4.20072
H8 -4.56996 -0.23728 2.99078
H9 -3.24205 -1.86466 1.58068
H10 -3.57574 -2.50771 3.22812
H11 -1.19271 -1.98755 2.06820
H12 -1.88666 0.54131 2.54149
C5 -0.05900 -1.27735 -0.44398
C6 0.93736 -0.41857 0.30285
O5 0.56437 -0.35290 1.68365
O6 -0.15593 -2.58625 0.06827
H13 0.21117 -1.27228 -1.50865
H14 -1.02365 -0.75157 -0.44705
H15 0.93459 0.58577 -0.11407
H16 1.94635 -0.83576 0.20842
H17 0.88136 -1.14587 2.14839
H18 0.27315 -3.17040 -0.57780
C7 -4.61427 0.46616 -0.44295
C8 -3.83159 1.15439 -1.52414
O7 -4.70904 1.56073 -2.58688
O8 -5.40597 1.46410 0.20650
H19 -3.90971 0.06089 0.29848
H20 -5.25087 -0.33897 -0.81570
H21 -3.01369 0.54431 -1.90846
H22 -3.38635 2.05279 -1.09507
H23 -5.25003 2.26591 -2.21540
H24 -5.42803 1.33561 1.15605
C9 -0.88434 3.25481 -2.12395
C10 -0.76626 4.59910 -2.78616
O9 -1.37736 5.61134 -2.01278
O10 -0.03499 3.22925 -0.97693
H25 -0.71059 2.40588 -2.78916
H26 -1.90281 3.13925 -1.76000
H27 -1.23401 4.52851 -3.77391
H28 0.28739 4.83740 -2.97561
H29 -0.90482 5.58226 -1.17069
H30 0.82354 2.85367 -1.21959
C11 3.26365 2.57757 -3.95639
C12 2.75348 1.43557 -3.12706
O11 2.29656 1.88090 -1.82207
O12 4.61418 2.83589 -3.56353
H31 2.63443 3.46053 -3.81753
H32 3.22449 2.28608 -5.01299
H33 3.53074 0.67458 -3.01538
H34 1.88045 0.97558 -3.57869
H35 3.11390 2.23233 -1.44135
H36 4.88920 3.67462 -3.94333
C13 0.13037 2.83284 3.58380
O13 0.09592 3.71158 4.43566
N1 0.40601 1.51371 3.88148
N2 -0.08828 3.07782 2.24965
H37 0.65979 0.90093 3.11612
H38 0.72553 1.31432 4.80901
H39 0.01912 2.36345 1.55371
H40 -0.34844 3.99704 1.95329
C14 -0.89674 0.70948 -4.80139
O14 -0.03306 1.50376 -5.18830
N3 -2.23398 0.95633 -5.00160
N4 -0.57444 -0.39531 -4.05923
H41 -2.41262 1.81661 -5.48581
H42 -2.94879 0.25996 -4.91844
H43 0.38090 -0.60056 -3.80980
H44 -1.26933 -1.04831 -3.74798
O15 3.03532 -4.21422 1.24393
H45 2.41652 -3.58132 1.64318
H46 2.58552 -5.06488 1.31961
O16 1.78550 -2.03670 -3.57210
H47 1.29372 -2.77825 -3.18049
H48 2.45048 -2.44701 -4.13292
O17 0.48902 -4.18679 -2.11928
H49 0.84151 -5.06545 -2.30460
H50 -0.34765 -4.14872 -2.60125
O18 -1.33351 -4.58752 1.56047
H51 -1.39898 -4.31479 2.48268
H52 -0.90458 -3.83399 1.11861
O19 3.26037 0.21176 3.62806
H53 3.92524 0.55989 3.02549
H54 3.42796 0.65053 4.46953

Computed relative energy (zero: lowest compared OMol25 entry of this formula, charge and spin), in the same sequence as the records: 122.0; 146.0; 0.0 kcal/mol.
Computed highest occupied orbital energy, in the same sequence as the records: -9.8; -8.5; -9.3 eV.
Computed LUMO, in the same sequence as the records: -0.252; -0.753; -0.619 eV.